Record 1
{
  "formula": "C3H4IN4",
  "method": "ωB97M-V with the def2-TZVPD basis set",
  "total_charge": -1,
  "orbital_gap_ev": 8.00,
  "e_above_lowest_ev": 0.761,
  "homo_ev": -5.19,
  "e_tot_ha": -633.4234,
  "max_force_ev_per_a": 5.273,
  "species": ["N", "C", "N", "C", "N", "H", "C", "H", "I", "H", "N", "H"],
  "coordinates": [[-0.469177, 1.669607, 0.999193], [0.319824, 0.827662, 0.327845], [0.858045, 2.719401, -0.316159], [0.167648, -0.923938, 0.507447], [-0.021137, 2.866420, 0.567130], [-0.039591, -1.350862, 1.415985], [-0.853528, -1.283686, -0.563910], [-1.653422, -0.525848, -0.550180], [2.067262, -2.003054, 0.265401], [-1.196444, -2.328505, -0.496006], [1.099822, 1.434030, -0.607679], [-0.279300, -1.101227, -1.549063]],
  "forces_ev_per_a": [[1.091, -0.960, 0.218], [-0.211, -3.356, -0.147], [1.598, 0.658, -2.410], [0.616, 4.192, -3.138], [-1.818, 0.474, 1.401], [-0.869, 0.075, 2.484], [1.578, 0.282, -1.557], [0.077, -0.561, 0.192], [-0.278, 0.377, -0.261], [-0.038, 0.420, -0.137], [-0.536, -1.095, 2.143], [-1.211, -0.507, 1.212]]
}

---

Record 2
{
  "formula": "C3H4INO",
  "method": "ωB97M-V with the def2-TZVPD basis set",
  "orbital_gap_ev": [8.01, 7.22],
  "e_above_lowest_ev": 5.192,
  "homo_ev": [-8.44, -7.76],
  "e_tot_ha": -544.1921,
  "max_force_ev_per_a": 3.047,
  "species": ["C", "H", "H", "C", "O", "N", "H", "I", "H", "C"],
  "coordinates": [[0.094627, -1.055764, -0.080713], [-2.271700, 1.459684, -0.127476], [-1.984687, -0.946824, -0.029779], [-1.234747, 1.063250, 0.019972], [1.331194, -0.667149, 0.047497], [1.933417, 0.490712, 0.288615], [-0.516202, 1.950305, -0.247523], [3.856371, 0.148159, 0.197383], [-0.126009, -2.145289, -0.097096], [-1.082261, -0.297080, 0.029124]],
  "forces_ev_per_a": [[-1.207, 0.068, 0.869], [0.806, -0.617, 0.588], [0.619, 0.758, 0.284], [-0.479, 1.964, -1.633], [0.760, -2.437, -0.412], [-2.796, 1.211, -0.008], [-0.675, -2.456, 1.059], [1.941, -0.255, -0.022], [1.335, 0.755, -0.190], [-0.304, 1.006, -0.537]]
}

---

Record 3
{
  "formula": "C3H4KO3",
  "method": "ωB97M-V with the def2-TZVPD basis set",
  "total_charge": 1,
  "orbital_gap_ev": 10.04,
  "e_above_lowest_ev": 0.212,
  "homo_ev": -13.80,
  "e_tot_ha": -942.1971,
  "max_force_ev_per_a": 2.986,
  "species": ["K", "H", "C", "C", "H", "O", "C", "H", "O", "O", "H"],
  "coordinates": [[1.177003, 2.312565, -2.411015], [-0.751218, -2.383454, -0.126674], [0.042440, -1.949415, 0.535476], [0.889697, -1.218553, -0.437269], [-0.111234, -1.311270, 1.418949], [0.495164, -0.227968, -1.051353], [-1.503850, 3.007560, 0.460784], [0.609417, -2.805007, 0.933864], [-0.767254, 3.195014, -0.426098], [-2.063752, 2.741739, 1.439115], [1.983587, -1.361209, -0.335779]],
  "forces_ev_per_a": [[-0.230, -0.273, 0.251], [-0.284, 0.686, 1.448], [0.545, -1.696, -1.020], [0.684, 2.672, 1.145], [-0.903, -0.040, -0.650], [0.309, -1.008, -0.167], [0.831, -0.750, 1.373], [-0.143, 0.163, -0.242], [-0.492, 0.210, -0.450], [-0.227, 0.474, -1.032], [-0.089, -0.438, -0.656]]
}